# C5H39NO13

14 unconnected molecules or ions with the total composition C5H39NO13 in a non-equilibrium geometry (the ωB97M-V functional and the def2-TZVPD basis, the OMol25 dataset).

```
58
Properties=species:S:1:pos:R:3:forces:R:3
C 0.259 -1.508 -1.961 1.7 -0.5 0.1
N -0.012 -0.125 -1.585 1.2 -0.8 1.0
C 0.167 -0.023 -0.025 -0.5 -0.1 -3.4
C -2.419 0.339 -1.155 -1.0 -1.1 -0.7
C -1.240 0.355 -2.169 -1.6 1.5 0.7
C -1.080 1.833 -2.612 0.4 0.8 0.1
H 0.365 -1.739 -3.029 -1.3 0.5 -0.1
H 1.309 -1.807 -1.768 -0.2 0.4 0.9
H -0.351 -2.227 -1.404 -0.2 -0.1 -0.4
H 1.256 -0.032 0.024 -0.1 0.3 0.7
H -0.242 -0.932 0.419 0.0 0.3 0.4
H -0.317 0.911 0.292 0.5 -0.4 0.3
H -2.261 1.262 -0.581 -0.9 -0.5 0.3
H -2.619 -0.589 -0.574 1.3 0.9 0.1
H -3.403 0.230 -1.664 0.5 1.3 -0.2
H -1.519 -0.162 -3.091 0.4 -0.4 0.4
H -1.838 2.178 -3.373 1.1 -0.6 0.3
H -1.247 2.566 -1.795 0.0 -0.5 0.1
H 0.004 1.983 -2.848 -1.0 0.0 -0.7
H -1.153 1.706 3.968 -0.9 0.5 0.3
H -0.184 2.436 2.920 -0.1 0.5 0.4
O -0.316 1.718 3.535 0.8 -2.0 0.6
H -2.278 4.653 0.437 0.2 -0.3 1.2
H -3.257 3.721 1.003 -0.1 -0.4 0.5
O -2.448 4.165 1.285 -0.2 0.7 -1.8
H -0.527 -0.216 3.349 -0.3 0.0 0.4
H 0.384 -1.336 3.600 0.0 0.0 0.6
O -0.545 -1.102 3.769 0.8 0.4 -0.5
H -0.821 3.487 1.774 -0.6 0.2 -0.4
H 0.425 4.317 1.609 0.3 -0.1 0.2
O 0.138 3.434 1.867 0.3 0.9 -1.1
H 2.308 -3.274 1.844 0.2 -0.2 -0.1
H 2.045 -1.929 1.299 0.1 0.3 0.2
O 1.882 -2.854 1.088 0.2 -0.5 0.0
H -3.094 -3.121 0.230 0.5 0.2 0.0
H -1.714 -2.402 0.385 -0.2 -0.6 0.5
O -2.474 -2.524 -0.212 -0.4 -0.3 -0.4
H 3.651 1.270 -0.422 -0.4 0.0 0.0
H 2.291 1.999 -0.856 0.6 -0.3 0.1
O 3.220 2.125 -0.591 -0.2 0.7 -0.2
H -3.053 -2.988 -3.453 -0.5 -0.8 -0.6
H -2.513 -2.338 -2.262 0.1 0.3 0.9
O -2.989 -2.124 -3.069 0.2 0.2 -0.1
H 3.556 -0.605 3.219 -0.2 0.3 -0.1
H 2.394 0.123 2.433 0.9 0.1 0.4
O 2.762 -0.748 2.696 -0.7 -0.4 -0.2
H -0.720 -2.345 2.621 0.0 0.0 0.0
H 0.144 -3.300 1.666 -0.3 0.6 0.1
O -0.728 -2.889 1.817 -0.3 -0.8 -0.5
H 4.033 0.159 -1.573 0.2 -0.2 -0.7
H 3.199 -0.647 -0.626 -0.2 -0.5 0.1
O 4.114 -0.422 -0.816 0.1 0.1 0.2
H -0.702 -0.933 -5.219 0.4 0.7 0.7
H -1.718 -1.893 -4.404 0.0 0.7 0.8
O -1.298 -1.660 -5.230 -0.4 -1.3 -1.7
H 3.136 2.085 1.305 -0.1 0.3 -0.5
H 1.686 2.068 1.831 -0.2 0.4 -0.2
O 2.596 1.891 2.074 0.0 -0.4 0.9
```
Forces are in eV/Å.

orbital gap	8.2	eV
HOMO energy	-8.4709	eV
relative energy (zero: lowest compared OMol25 entry of this formula, charge and spin)	308.4	kJ/mol